(1)
Formula: CH3INOP
Source: the Open Molecules 2025 dataset
Level of theory: the ωB97M-V functional and the def2-TZVPD basis

Calculated values
Orbital gap (alpha / beta) (eV): 5.61 / 6.83
ΔE to the lowest compared entry with this formula, charge and spin (eV): 1.582
LUMO energy (alpha / beta) (eV): 0.49 / -3.28

ORCA input file:
```
! RIJCOSX wB97M-V def2-TZVPD def2/J DEFGRID3
* xyz 0 3
C -0.71 -0.81 -1.02
N -1.34 -0.60 -0.01
O -0.19 -1.03 -2.02
P -2.64 0.46 0.38
I 5.30 -0.37 0.02
H 4.15 0.69 0.42
H -1.87 1.60 0.53
H -2.69 0.06 1.70
*
```


(2)
Formula: CH3INP
Source: the Open Molecules 2025 dataset
Level of theory: the ωB97M-V functional and the def2-TZVPD basis

Calculated values
Orbital gap (eV): 7.86
ΔE to the lowest compared entry with this formula, charge and spin (eV): 2.376
LUMO energy (eV): 0.09

ORCA input file:
```
! RIJCOSX wB97M-V def2-TZVPD def2/J DEFGRID3
* xyz 0 1
C 1.04 0.41 -0.55
N -0.05 -0.18 -0.69
P -1.19 -1.28 -0.73
I 0.39 0.71 2.87
H -0.42 0.03 1.59
H 1.62 1.31 -0.39
H -1.38 -1.00 -2.10
*
```


(3)
Formula: CH3IO2S2
Source: the Open Molecules 2025 dataset
Level of theory: the ωB97M-V functional and the def2-TZVPD basis

Calculated values
Orbital gap (eV): 8.44
ΔE to the lowest compared entry with this formula, charge and spin (eV): 1.380
LUMO energy (eV): -1.00

ORCA input file:
```
! RIJCOSX wB97M-V def2-TZVPD def2/J DEFGRID3
* xyz 0 1
C -1.52 -0.48 0.01
O -0.96 0.78 0.32
O 2.99 1.57 0.24
S 0.23 1.35 -0.67
S 1.87 0.73 0.55
I 2.44 -1.55 -0.21
H -2.46 -0.54 0.56
H -0.85 -1.30 0.28
H -1.74 -0.56 -1.07
*
```


(4)
Formula: CH3IO3S
Source: the Open Molecules 2025 dataset
Level of theory: the ωB97M-V functional and the def2-TZVPD basis

Calculated values
Orbital gap (alpha / beta) (eV): 6.93 / 7.72
ΔE to the lowest compared entry with this formula, charge and spin (eV): 3.347
LUMO energy (alpha / beta) (eV): -1.81 / -1.28

ORCA input file:
```
! RIJCOSX wB97M-V def2-TZVPD def2/J DEFGRID3
* xyz 0 1
C 1.05 0.47 0.13
O -0.94 -0.88 -1.39
O 1.09 -0.96 0.07
O -1.60 0.07 1.23
S -0.34 -1.62 -0.32
I -2.35 0.89 -0.25
H 0.38 0.59 0.96
H 0.72 0.86 -0.84
H 2.01 0.57 0.40
*
```


(5)
Formula: CH3IOS
Source: the Open Molecules 2025 dataset
Level of theory: the ωB97M-V functional and the def2-TZVPD basis

Calculated values
Orbital gap (eV): 7.86
ΔE to the lowest compared entry with this formula, charge and spin (eV): 2.215
LUMO energy (eV): -0.19

ORCA input file:
```
! RIJCOSX wB97M-V def2-TZVPD def2/J DEFGRID3
* xyz 0 1
C -0.75 0.73 -1.28
O -0.01 0.94 -0.34
S 0.78 -2.67 1.13
I 1.71 -0.68 1.75
H -0.87 -0.22 -1.76
H 0.62 0.42 2.15
H -1.48 1.47 -1.64
*
```


(6)
Formula: CH3IOS
Source: the Open Molecules 2025 dataset
Level of theory: the ωB97M-V functional and the def2-TZVPD basis

Calculated values
Orbital gap (alpha / beta) (eV): 9.41 / 5.37
ΔE to the lowest compared entry with this formula, charge and spin (eV): 1.586
LUMO energy (alpha / beta) (eV): -0.84 / -3.45

ORCA input file:
```
! RIJCOSX wB97M-V def2-TZVPD def2/J DEFGRID3
* xyz 0 1
C -0.84 0.45 0.05
O 0.78 2.42 0.55
S -0.29 2.14 -0.40
I -4.18 0.01 0.02
H -0.03 -0.21 0.39
H -1.46 -0.21 -0.68
H -1.55 0.82 0.74
*
```


(7)
Formula: CH3IOS2
Source: the Open Molecules 2025 dataset
Level of theory: the ωB97M-V functional and the def2-TZVPD basis

Calculated values
Orbital gap (eV): 8.31
ΔE to the lowest compared entry with this formula, charge and spin (eV): 1.077
LUMO energy (eV): -0.40

ORCA input file:
```
! RIJCOSX wB97M-V def2-TZVPD def2/J DEFGRID3
* xyz 0 1
C 2.32 -1.06 0.91
O 0.09 -0.11 0.12
S -3.71 1.07 -1.00
S 0.83 -0.56 1.29
I -2.61 2.53 -2.51
H 2.74 -1.08 -0.08
H 2.93 -1.40 1.73
H -2.58 0.60 -0.47
*
```


(8)
Formula: CH3IOS2
Source: the Open Molecules 2025 dataset
Level of theory: the ωB97M-V functional and the def2-TZVPD basis

Calculated values
Orbital gap (alpha / beta) (eV): 5.91 / 5.91
ΔE to the lowest compared entry with this formula, charge and spin (eV): 3.244
LUMO energy (alpha / beta) (eV): -2.79 / -2.80

ORCA input file:
```
! RIJCOSX wB97M-V def2-TZVPD def2/J DEFGRID3
* xyz 0 1
C -0.37 -0.06 0.29
O -0.99 -1.03 1.12
S -1.61 -2.44 0.61
S -4.32 -0.94 0.42
I -3.56 0.63 2.09
H 0.65 -0.11 0.31
H -0.48 0.79 0.82
H -0.69 -0.01 -0.85
*
```